No. 1
Density functional theory data (wB97M-V/def2-TZVPD) for 7 unconnected molecules or ions with the total composition C26H40O22S.

Calculated values
E_HOMO ... -10.08 eV
M ... 736.65 g/mol
Frontier orbital gap ... 9.97 eV
LUMO level ... -0.109 eV
Relative energy (zero: lowest compared OMol25 entry of this formula, charge and spin) ... 5.28 kcal per mole
2S+1 ... 1

XYZ file:
```
89
Properties=species:S:1:pos:R:3:forces:R:3:mulliken_charge:R:1
H -3.376 -2.312 -2.275 -0.232 1.365 0.236 0.342
H -3.748 -3.829 -0.435 0.066 2.189 0.606 0.290
C -5.868 -2.506 4.739 -0.197 0.561 -0.513 -0.179
C -7.794 -2.257 -0.677 -0.155 0.283 0.568 0.673
O -7.887 -1.759 0.402 0.056 -0.187 -0.353 -0.515
H 1.708 -0.587 -3.636 0.150 0.941 0.652 0.217
H -0.030 2.039 1.024 0.029 -1.262 -0.446 0.352
O -8.580 -1.940 -1.739 0.275 -0.175 0.334 -0.343
C 1.970 0.094 -2.783 0.102 -0.306 0.923 -1.164
O -3.364 -2.198 1.122 -1.148 -1.089 -3.135 -0.430
O 3.448 -0.651 7.989 -0.090 0.185 -0.374 -0.524
O 2.441 3.885 -3.302 0.226 -0.009 0.323 -0.521
H 5.794 4.486 -0.795 -0.054 -0.053 -0.200 0.110
C 1.168 1.071 -0.570 -0.636 0.483 0.597 0.075
C 5.407 1.577 1.805 -0.313 -0.338 0.070 0.769
C 2.104 0.193 -6.631 -0.445 -0.217 0.539 -0.004
C -7.240 -3.709 -2.292 0.240 -0.616 -0.312 -0.343
C 3.099 4.160 -2.346 -0.410 -0.112 -0.483 0.663
H 0.857 -0.975 1.366 -0.459 1.032 0.717 0.342
H 1.358 1.320 4.882 -0.013 -0.041 0.216 0.305
H -6.789 -2.086 4.335 0.048 0.061 0.184 0.315
C -3.832 -2.694 -0.190 -2.076 1.877 2.464 0.322
H -8.798 -2.906 -3.566 -0.068 0.135 0.163 0.307
O -4.813 -3.453 7.813 -0.146 0.010 -0.421 -0.512
H -0.942 0.679 0.269 1.095 0.336 -0.071 -0.031
C 4.824 4.873 -1.106 0.565 0.328 0.149 -0.280
H 1.030 0.126 -6.454 0.074 -0.154 -0.117 0.329
O 2.485 -0.613 -7.741 0.264 0.292 -0.201 -0.355
H -7.845 -4.612 -2.172 0.009 0.066 0.012 0.275
C 3.710 4.421 -0.209 -0.027 -0.093 0.858 0.173
H 4.885 5.962 -1.183 -0.024 -0.055 -0.018 0.286
O 5.898 2.843 1.852 -0.167 -0.342 -0.109 -0.315
O -5.063 -4.381 5.770 -0.045 0.337 0.160 -0.337
C 0.486 0.003 1.794 -0.351 1.012 -0.682 -1.053
H 1.512 2.159 -0.642 -0.417 -1.525 -0.150 -0.360
H 7.637 3.621 1.015 -0.198 0.026 0.089 0.275
C -4.933 -2.245 0.939 5.289 0.027 0.312 -0.442
H 7.833 2.738 2.543 -0.061 -0.022 -0.042 0.296
C -8.017 -2.570 -2.885 -0.165 0.146 -0.689 -0.330
O 6.329 0.706 1.327 -0.365 0.382 0.246 -0.315
C 2.532 1.569 -7.050 -0.160 0.659 0.285 -0.215
H -6.812 -4.459 4.691 0.036 0.044 0.017 0.248
H -6.350 -3.954 -2.871 0.041 0.040 0.208 0.290
O 4.141 -0.430 -9.263 -0.231 0.173 0.314 -0.521
C -5.185 -3.381 6.685 0.248 -0.017 0.720 0.587
H 2.835 2.188 -6.205 0.132 -0.006 -0.149 0.186
H 1.275 0.520 2.408 -0.517 -0.787 -0.602 0.043
H -5.015 -2.021 4.255 -0.006 -0.056 0.032 0.235
C 7.419 1.474 0.829 0.574 -0.227 -0.440 -0.298
H -5.054 -2.911 1.839 -1.320 0.596 -1.596 0.030
H 2.646 0.951 -3.084 -0.981 -0.868 0.131 0.197
O -6.887 -3.217 -1.002 -0.374 0.280 -0.103 -0.274
S -1.832 0.031 -2.281 0.296 0.447 -1.498 0.563
H 2.456 -0.726 4.277 -0.015 0.039 0.071 0.245
O -2.662 -0.700 -1.021 0.178 -0.334 -2.173 -0.190
H 3.765 0.415 3.909 -0.037 -0.207 0.263 -0.202
C -5.820 -4.002 4.626 -0.157 -0.421 -0.472 -0.285
O 3.852 -0.500 5.773 -0.266 0.210 0.442 -0.364
H 1.758 2.095 -7.615 0.032 -0.059 0.004 0.237
C 2.329 1.156 5.349 -0.323 0.485 -0.246 -0.280
H 2.879 2.101 5.366 0.008 -0.056 0.011 0.254
O 3.635 1.307 -7.912 -0.073 -0.426 -0.071 -0.345
H 7.292 1.611 -0.249 -0.028 -0.007 0.055 0.271
C 3.185 -0.199 6.919 0.163 -0.304 0.592 0.593
H -5.335 -4.338 3.710 0.097 -0.100 0.189 0.294
H 2.633 -0.158 -5.741 0.015 0.038 -0.072 0.073
C 0.668 0.611 -1.998 2.732 0.419 -0.725 0.338
C 7.297 2.761 1.591 0.554 0.506 0.136 -0.347
C -3.685 -1.603 -1.463 -0.358 -3.386 2.665 -0.550
O 4.303 1.272 2.140 0.318 0.297 -0.323 -0.696
H -0.427 -0.128 2.450 1.101 -0.149 -0.742 0.397
H -5.138 -1.140 0.982 -0.767 -1.528 -0.266 0.329
O 2.178 0.686 6.685 0.287 -0.270 0.012 -0.345
C 3.484 0.043 -8.390 0.388 -0.270 -0.511 0.616
H -7.377 -1.852 -3.405 -0.010 -0.034 0.049 0.264
O -2.268 -0.496 -3.609 0.737 0.160 2.788 -0.597
H 0.296 1.493 -2.598 -0.120 -0.948 0.808 0.455
O -5.785 -2.288 6.142 0.126 -0.413 0.080 -0.349
H 3.893 3.433 0.223 -0.039 0.054 -0.025 -0.142
H 2.065 0.474 -0.235 -0.918 0.446 -0.533 0.365
O -0.245 -0.502 -1.994 -1.678 0.316 0.083 -0.346
C 3.104 0.052 4.693 0.178 -0.189 -0.764 0.460
O 4.446 4.340 -2.370 -0.404 -0.121 0.042 -0.339
H -4.698 -1.142 -1.595 1.196 -0.100 -0.158 0.275
O 2.599 4.335 -1.095 0.276 0.064 -0.531 -0.312
H 2.581 -0.529 -2.053 -0.766 0.616 -0.918 0.368
H 8.367 0.968 1.011 -0.189 -0.126 0.039 0.307
H 3.509 5.127 0.596 -0.170 -0.077 -0.101 0.354
C 0.087 0.995 0.591 -0.033 0.119 0.881 -0.239
```
Positions in Å, forces in eV/Å.



No. 2
Density functional theory data (wB97M-V/def2-TZVPD) for a molecular structure, C32H27N8PRuS2.

Calculated values
<S²> ... 0.80
E_HOMO (alpha / beta) ... -14.98 / -14.87 eV
M ... 719.80 g/mol
Frontier orbital gap (alpha / beta) ... 6.18 / 3.70 eV
LUMO level (alpha / beta) ... -8.794 / -11.172 eV
Total charge ... +3
2S+1 ... 2

XYZ file:
```
71
Properties=species:S:1:pos:R:3:forces:R:3:mulliken_charge:R:1
C 5.793 4.435 -0.322 0.030 -0.050 0.030 -0.565
H 6.583 3.841 0.114 -0.038 0.002 -0.010 0.420
H -5.600 -0.514 0.872 0.005 -0.007 -0.026 0.359
C 4.188 0.504 0.850 0.145 -0.116 0.082 0.470
H 0.142 3.683 -1.434 -0.004 -0.006 0.001 0.297
H 2.980 -3.946 2.331 0.009 0.019 -0.007 0.532
C 4.731 1.725 0.497 0.171 0.012 0.038 -0.197
H -3.327 -0.323 3.822 0.002 -0.011 -0.024 0.524
H -2.078 4.875 -2.479 0.000 -0.018 0.008 0.437
C 4.406 -1.714 1.792 -0.130 -0.119 0.019 -1.114
H -4.065 -1.476 -4.138 0.003 0.008 -0.020 0.319
S 1.149 -5.910 2.665 0.246 -0.114 0.108 -0.161
C 4.803 6.262 -1.303 0.018 0.102 -0.037 -0.283
C -2.932 -0.166 2.832 -0.083 0.107 -0.041 -0.558
H 6.021 -0.357 1.655 -0.014 0.013 -0.009 0.481
C 4.459 3.979 -0.474 0.097 -0.066 0.048 0.700
C 2.817 0.285 0.594 -0.152 -0.106 0.002 0.724
C 3.007 -1.957 1.540 0.165 -0.084 0.074 0.643
C -5.211 -0.064 1.780 0.147 0.013 -0.016 -0.837
H 1.903 3.112 -0.768 0.009 0.016 -0.005 -0.269
C 2.233 -0.953 0.944 -0.013 0.189 -0.076 -1.274
C 3.935 2.711 -0.097 -0.232 0.013 -0.063 0.698
P -3.497 0.406 -1.046 -0.207 0.025 -0.067 -0.318
H -5.601 0.945 1.889 -0.004 0.019 0.008 0.319
H -4.397 4.245 -2.815 -0.010 0.012 -0.007 0.323
C 4.972 -0.540 1.464 0.000 0.166 -0.070 -1.351
S 3.484 5.212 -1.213 -0.058 0.066 -0.040 -0.048
C 0.345 -4.583 1.932 -0.026 0.137 -0.063 0.354
C -1.477 -2.457 -2.894 -0.077 0.085 -0.071 -0.560
C -2.952 0.162 0.660 -0.172 0.090 0.243 0.043
N 2.018 1.239 0.012 0.246 0.141 -0.007 0.159
C -1.945 3.895 -2.052 -0.067 -0.048 0.003 -0.605
N -1.678 0.177 1.036 0.091 -0.173 0.024 0.557
H -1.696 -4.203 1.274 0.013 -0.045 0.021 0.469
C -0.986 -4.885 1.724 -0.142 0.038 -0.051 -0.346
H 0.561 -2.081 -2.142 -0.016 -0.006 0.035 0.564
C -1.650 -0.028 2.391 0.060 0.040 -0.033 -0.848
C 5.983 5.715 -0.787 -0.030 -0.018 0.000 -0.529
H -0.734 -0.041 2.956 0.001 -0.031 -0.023 0.567
C -0.491 -1.854 -2.173 0.048 0.067 0.015 -0.843
H 4.991 -2.499 2.253 -0.023 0.006 -0.009 0.510
C 1.048 -3.358 1.614 -0.371 0.103 -0.134 0.403
C 2.561 2.386 -0.312 0.101 0.048 0.008 0.325
H -0.708 -2.366 0.780 -0.009 -0.019 0.004 0.127
N -2.635 -1.784 -2.620 -0.021 -0.105 -0.021 0.151
H -1.445 -3.285 -3.583 -0.010 0.009 0.026 0.526
C -0.848 3.281 -1.525 0.005 -0.089 0.039 -0.470
H -4.624 2.528 -3.173 -0.005 -0.016 -0.012 0.333
Ru -0.098 0.444 -0.198 -0.110 0.117 -0.058 0.006
H 6.922 6.249 -0.766 -0.029 0.002 -0.008 0.459
C -3.935 -2.074 -3.239 0.125 0.045 0.063 -0.839
N 0.900 -1.130 0.683 0.069 -0.096 0.062 0.489
N -2.970 3.001 -1.954 -0.072 0.068 -0.047 0.127
H -4.735 -1.863 -2.537 -0.007 0.013 0.023 0.361
H -2.321 -6.609 2.087 0.004 0.028 -0.010 0.412
N -3.743 -0.039 1.739 -0.046 -0.075 0.070 0.156
N -1.187 2.022 -1.106 0.011 0.064 -0.025 0.570
C -2.483 1.878 -1.379 -0.031 0.095 -0.044 -0.228
H 5.782 1.906 0.688 -0.027 -0.019 0.001 0.426
C -4.348 3.242 -2.402 0.150 -0.015 0.044 -0.773
C 0.345 -2.274 1.004 0.086 -0.158 0.083 -0.091
C -2.342 -0.800 -1.740 -0.035 -0.119 -0.282 0.042
H 4.680 7.249 -1.730 0.009 -0.038 0.018 0.491
C -0.262 -6.840 2.690 -0.046 -0.130 0.039 -0.331
C -1.333 -6.178 2.158 -0.017 0.110 -0.046 -0.622
C 2.389 -3.164 1.869 0.228 -0.063 0.085 -0.877
H -3.961 -3.128 -3.499 -0.014 -0.011 -0.006 0.346
H -5.517 -0.664 2.632 -0.016 -0.006 0.006 0.344
H -0.244 -7.840 3.097 0.016 0.027 -0.007 0.479
N -1.044 -0.822 -1.460 0.068 -0.135 0.133 0.563
H -5.035 3.171 -1.563 -0.012 -0.005 0.016 0.334
```
Positions in Å, forces in eV/Å.



Number 1: largest force on an atom 5.3 eV/A. Number 2: largest force on an atom 0.4 eV/A.